Density functional theory data (ωB97M-V with the def2-TZVPD basis set) for a molecular structure, C41H35ClPPdSi.

Each line ends with the Löwdin spin population.
Element x y z (Å)
C  -1.001940  -2.718517  1.814090  0.170
C  -0.961384  -2.920461  0.407672  0.202
C  0.417995  -2.919240  -0.002229  0.244
H  -1.820765  -3.038884  -0.240486  0.010
C  1.221372  -2.776200  1.173714  0.201
C  0.346616  -2.631578  2.290635  0.225
H  0.637882  -2.486120  3.329683  0.007
H  -1.903470  -2.650770  2.419282  0.004
H  0.788061  -3.031847  -1.018432  0.009
H  2.309892  -2.791100  1.219072  0.007
Pd  -0.060396  -0.848555  0.872273  1.108
Cl  1.253059  0.038297  -0.977327  0.425
P  0.347055  -0.367429  -2.861223  0.374
C  1.447986  -1.545690  -3.681444  0.019
C  1.022789  -2.256142  -4.827423  0.023
H  -0.009388  -2.175951  -5.180703  0.001
C  1.919969  -3.068249  -5.522556  -0.001
H  1.577102  -3.615057  -6.401941  0.000
C  3.252929  -3.169779  -5.105439  0.019
H  3.957210  -3.793851  -5.663603  0.001
C  3.682400  -2.453832  -3.983507  -0.002
H  4.722000  -2.510062  -3.664320  -0.001
C  2.788969  -1.652909  -3.270660  0.018
H  3.139401  -1.107017  -2.394607  0.003
C  -1.330523  -0.863239  -3.300584  0.082
C  -1.827874  -2.106844  -2.859767  0.037
H  -1.252044  -2.694027  -2.144025  0.004
C  -3.030424  -2.601571  -3.362285  -0.003
H  -3.408800  -3.561412  -3.005262  -0.001
C  -3.745791  -1.889199  -4.333842  0.035
H  -4.681430  -2.287821  -4.732973  0.002
C  -3.241220  -0.674276  -4.807497  0.002
H  -3.774702  -0.122430  -5.583342  0.000
C  -2.045643  -0.161987  -4.306227  0.044
H  -1.647765  0.769731  -4.711475  0.002
C  0.631811  1.217840  -3.684532  0.015
C  1.324500  1.309483  -4.908101  0.009
H  1.731176  0.411292  -5.375774  0.000
C  1.512174  2.556138  -5.508701  0.000
H  2.063592  2.617223  -6.446742  0.000
C  1.005438  3.715043  -4.909929  0.005
H  1.149025  4.687723  -5.387718  0.000
C  0.315056  3.623086  -3.694054  -0.001
H  -0.081517  4.522631  -3.220993  0.000
C  0.136252  2.386491  -3.072614  0.007
H  -0.367490  2.325516  -2.107404  0.001
C  -0.789282  5.070326  2.139627  0.025
C  0.201653  4.380100  1.426315  -0.002
C  0.283733  2.985049  1.508951  0.030
C  -0.594310  2.290706  2.355355  0.091
C  -1.587391  2.977101  3.071412  0.032
C  -1.691592  4.368096  2.942787  0.003
Si  -0.197556  0.516065  2.694066  0.319
C  1.314394  0.625910  3.789724  0.051
C  2.556000  0.113406  3.407187  0.008
C  3.649900  0.255839  4.271167  0.000
C  3.511438  0.926861  5.494188  -0.001
C  2.275324  1.471561  5.855979  0.004
C  1.174797  1.314816  5.007690  0.009
C  -1.490789  -0.204087  3.846694  0.040
C  -1.124113  -0.924862  4.992528  0.019
C  -2.110634  -1.451222  5.834229  0.000
C  -3.462978  -1.274130  5.525062  0.025
C  -3.829831  -0.559573  4.375518  -0.002
C  -2.845323  -0.033909  3.530332  0.023
H  -0.854050  6.156349  2.068476  0.001
H  0.915446  4.925204  0.806064  0.000
H  1.040238  2.439287  0.941263  0.007
H  -2.262762  2.434718  3.734197  0.001
H  -2.478565  4.894128  3.486131  0.000
H  2.668396  -0.392663  2.448229  0.006
H  4.617618  -0.159496  3.980662  0.000
H  4.366300  1.031140  6.164202  0.000
H  2.156198  2.014447  6.794219  0.001
H  0.205474  1.727979  5.303193  0.000
H  -0.070571  -1.057151  5.250303  0.001
H  -1.810090  -1.991769  6.733825  0.000
H  -4.231336  -1.686991  6.181154  0.001
H  -4.883770  -0.398752  4.134052  -0.001
H  -3.131110  0.527082  2.638518  0.001

Atoms 1-3, force components in eV/Å:
C 0.232 -0.590 0.399
C 0.098 0.294 0.314
C 0.268 -0.694 0.416

The frontier orbital gap (spin up / spin down) is 0.240 / 0.192 hartree. For the HOMO energy (spin up / spin down), the calculation gives -8.45 / -11.14 eV. The spin multiplicity is 5. The calculation puts the total energy at -2801.92639 a.u. The total charge is +1.